1.
Here is one molecule with the formula C3H7NO from OMol25. Energies are from ωB97M-V/def2-TZVPD.

XYZ file:
```
12
Properties=species:S:1:pos:R:3:forces:R:3
O -2.314 -0.397 0.031 -2.7 3.3 -1.4
N -1.210 0.428 -0.268 2.7 -1.1 1.4
C -0.122 -0.073 0.260 -2.0 1.4 -1.1
C 1.231 0.603 0.167 -2.2 -0.7 0.3
C 2.237 -0.432 -0.201 2.8 -1.5 1.4
H 3.192 0.089 -0.496 -0.9 -0.7 0.0
H -0.187 -1.015 0.774 -0.1 -0.4 0.4
H 1.381 1.116 1.132 0.4 -0.2 -0.4
H -3.067 0.318 -0.263 2.4 -3.1 1.1
H 1.127 1.304 -0.625 0.1 1.0 -0.5
H 1.909 -1.155 -1.000 0.3 0.9 0.8
H 2.563 -1.066 0.749 -0.8 1.1 -1.9
```
Positions in Å, forces in eV/Å.

## Properties
net charge: 0
HOMO-LUMO gap: 10.71 eV
HOMO: -9.55 eV
molar mass: 73.09 g/mol
LUMO level: 1.2 eV
2S+1: 1

=====

2.
Here is C3H7NO as an isolated structure from OMol25. Energies are from ωB97M-V/def2-TZVPD.

XYZ file:
```
12
Properties=species:S:1:pos:R:3:forces:R:3
O 2.935 0.005 -0.234 -0.5 0.6 -2.0
N 1.382 0.348 -0.978 5.1 -0.7 2.3
C 0.879 0.151 0.125 -6.9 0.5 -2.0
C -0.779 0.448 -0.272 2.1 -0.2 1.9
C -1.600 -0.648 0.357 -0.5 0.0 0.1
H -1.399 -0.742 1.428 0.0 0.0 -0.1
H -1.400 -1.613 -0.115 0.0 0.1 0.0
H -0.970 0.549 -1.339 0.5 -0.1 0.0
H -0.921 1.426 0.190 -0.4 -0.1 0.0
H 1.069 -0.256 1.117 0.7 0.4 -0.3
H 3.471 0.762 -0.523 -0.1 -0.2 0.0
H -2.667 -0.429 0.246 0.1 -0.1 0.0
```
Positions in Å, forces in eV/Å.

## Properties
net charge: 0
HOMO-LUMO gap (alpha / beta): 10.83 / 10.83 eV
HOMO (alpha / beta): -9.80 / -9.80 eV
molar mass: 73.09 g/mol
LUMO level (alpha / beta): 1.0 / 1.0 eV
2S+1: 1

=====

3.
Here is a 2-piece molecular cluster, C3H7NO overall from OMol25. Energies are from ωB97M-V/def2-TZVPD.

XYZ file:
```
12
Properties=species:S:1:pos:R:3:forces:R:3
O 0.422 -1.612 -0.543 0.1 0.3 0.2
N -0.651 -0.048 0.820 -0.4 0.0 -0.2
C 1.700 0.086 0.628 0.1 -0.1 0.0
C 0.656 -0.687 0.225 0.0 0.1 0.0
C -1.742 -0.199 0.186 0.2 0.0 0.2
H 1.589 0.866 1.373 0.0 -0.2 -0.1
H -1.701 -0.899 -0.646 0.0 0.0 0.1
H -0.363 1.559 -1.482 0.1 0.1 -0.1
H 0.291 1.426 -1.144 -0.1 0.1 -0.1
H -2.634 0.361 0.446 0.1 -0.1 0.1
H -0.583 0.620 1.583 0.0 -0.1 -0.1
H 2.675 -0.062 0.183 -0.1 -0.1 0.1
```
Positions in Å, forces in eV/Å.

## Properties
net charge: 0
HOMO-LUMO gap (alpha / beta): 7.47 / 7.46 eV
HOMO (alpha / beta): -7.74 / -7.74 eV
molar mass: 73.09 g/mol
LUMO level (alpha / beta): -0.3 / -0.3 eV
2S+1: 1

=====

4.
Here is one molecule with the formula C3H7NO from OMol25. Energies are from ωB97M-V/def2-TZVPD.

XYZ file:
```
12
Properties=species:S:1:pos:R:3:forces:R:3
O 1.932 0.651 -0.388 0.3 -0.2 0.0
N -1.276 0.851 -0.317 -0.2 0.7 -0.5
C -0.368 -0.266 -0.318 0.9 -0.6 0.3
C 0.976 0.322 0.246 -1.3 0.1 -0.8
C -0.774 -1.429 0.555 -1.6 -1.0 1.8
H 0.859 0.547 1.318 0.3 0.0 0.4
H -1.858 -1.498 0.778 0.2 0.6 -0.6
H -0.414 -1.342 1.596 0.5 0.0 -0.4
H -1.767 1.107 0.528 0.2 -0.4 0.1
H -1.882 0.922 -1.118 0.1 -0.1 0.1
H -0.216 -0.667 -1.328 0.0 0.6 0.1
H -0.615 -2.457 0.216 0.8 0.3 -0.3
```
Positions in Å, forces in eV/Å.

## Properties
net charge: 0
HOMO-LUMO gap: 10.08 eV
HOMO: -9.07 eV
molar mass: 73.09 g/mol
LUMO level: 1.0 eV
2S+1: 1

=====

5.
Here is one molecule with the formula C3H7NO from OMol25. Energies are from ωB97M-V/def2-TZVPD.

XYZ file:
```
12
Properties=species:S:1:pos:R:3:forces:R:3
O 0.844 1.371 1.627 -0.6 0.0 -0.5
N -0.553 0.844 -0.165 0.0 0.0 0.4
C 0.263 -0.064 -0.964 0.4 -0.4 0.0
C 1.177 -0.932 -0.078 0.1 -0.2 -0.3
C -0.243 1.324 1.078 -0.1 0.1 0.1
H -0.446 -0.693 -1.519 0.2 0.1 0.1
H 1.447 -0.400 0.827 0.0 -0.1 -0.1
H 0.713 -1.882 0.200 -0.1 0.2 -0.1
H 0.856 0.467 -1.722 -0.1 0.1 0.3
H 2.113 -1.150 -0.593 -0.1 -0.1 -0.1
H -1.153 1.673 1.597 0.0 0.2 -0.1
H -1.509 0.969 -0.471 0.2 0.0 0.3
```
Positions in Å, forces in eV/Å.

## Properties
net charge: 0
HOMO-LUMO gap: 10.61 eV
HOMO: -9.77 eV
molar mass: 73.09 g/mol
LUMO level: 0.8 eV
2S+1: 1

=====

6.
Here is a 2-piece molecular cluster, C3H7NO overall from OMol25. Energies are from ωB97M-V/def2-TZVPD.

XYZ file:
```
12
Properties=species:S:1:pos:R:3:forces:R:3
O -2.330 1.459 1.299 0.7 -0.7 -0.4
N 0.360 0.410 0.094 0.8 -0.6 0.8
C 0.063 0.353 -1.337 0.1 -0.4 0.1
C 0.616 -0.881 0.826 0.2 -0.3 -0.4
C -1.864 0.498 0.901 -1.5 0.6 0.6
H 1.644 -1.261 0.711 -0.1 0.3 -0.3
H 0.826 -0.186 -1.916 -0.1 0.0 0.0
H -0.013 -1.719 0.498 -0.2 0.5 -0.3
H -0.897 -0.155 -1.479 0.1 0.0 0.0
H -0.041 1.364 -1.763 0.1 -0.3 0.4
H 1.177 0.988 0.243 -0.1 0.1 0.0
H 0.459 -0.871 1.923 -0.2 0.8 -0.5
```
Positions in Å, forces in eV/Å.

## Properties
net charge: 0
HOMO-LUMO gap: 10.01 eV
HOMO: -8.88 eV
molar mass: 73.09 g/mol
LUMO level: 1.1 eV
2S+1: 1

=====

7.
Here is one molecule with the formula C3H7NO from OMol25. Energies are from ωB97M-V/def2-TZVPD.

XYZ file:
```
12
Properties=species:S:1:pos:R:3:forces:R:3
O 0.901 -2.054 0.652 0.7 0.2 0.1
N -0.336 -1.487 0.345 -0.5 0.9 0.7
C -0.199 -0.249 0.050 -0.4 -0.2 -0.5
C -1.419 0.595 0.180 -0.3 0.1 -0.2
C 1.023 0.380 -0.586 0.0 0.0 0.1
H 1.261 -1.269 1.108 0.9 -1.2 -0.1
H -2.179 0.052 0.747 0.0 0.1 -0.2
H -1.791 0.863 -0.808 -0.2 0.2 0.0
H 0.674 0.670 -1.587 0.1 0.1 0.2
H -1.176 1.516 0.725 0.0 -0.1 -0.2
H 1.382 1.293 -0.101 -0.1 -0.1 0.1
H 1.859 -0.311 -0.723 -0.2 0.1 0.1
```
Positions in Å, forces in eV/Å.

## Properties
net charge: 0
HOMO-LUMO gap: 9.99 eV
HOMO: -9.21 eV
molar mass: 73.09 g/mol
LUMO level: 0.8 eV
2S+1: 1

=====

8.
Here is one molecule with the formula C3H7NO from OMol25. Energies are from ωB97M-V/def2-TZVPD.

XYZ file:
```
12
Properties=species:S:1:pos:R:3:forces:R:3
O 0.964 -0.309 0.262 -0.3 -0.5 -0.1
N -0.565 -1.863 -0.406 0.0 0.2 0.1
C -0.330 -0.518 -0.103 -0.1 0.1 0.0
C -1.251 0.451 -0.202 0.0 0.0 0.0
C 1.399 1.031 0.278 0.1 0.5 0.0
H 2.434 1.020 0.626 -0.2 0.0 -0.1
H -1.542 -2.109 -0.313 0.2 0.0 0.0
H 0.029 -2.521 0.083 0.0 0.2 -0.1
H -2.247 0.222 -0.557 0.1 0.0 0.1
H 0.803 1.652 0.961 0.2 -0.2 -0.1
H 1.337 1.476 -0.728 0.0 -0.2 0.2
H -1.030 1.467 0.100 -0.1 -0.2 -0.3
```
Positions in Å, forces in eV/Å.

## Properties
net charge: 0
HOMO-LUMO gap: 9.19 eV
HOMO: -8.14 eV
molar mass: 73.09 g/mol
LUMO level: 1.1 eV
2S+1: 1

=====

What did the seventh record say?
Here is one molecule with the formula C3H7NO from OMol25. Energies are from ωB97M-V/def2-TZVPD.

XYZ file:
```
12
Properties=species:S:1:pos:R:3:forces:R:3
O 0.901 -2.054 0.652 0.7 0.2 0.1
N -0.336 -1.487 0.345 -0.5 0.9 0.7
C -0.199 -0.249 0.050 -0.4 -0.2 -0.5
C -1.419 0.595 0.180 -0.3 0.1 -0.2
C 1.023 0.380 -0.586 0.0 0.0 0.1
H 1.261 -1.269 1.108 0.9 -1.2 -0.1
H -2.179 0.052 0.747 0.0 0.1 -0.2
H -1.791 0.863 -0.808 -0.2 0.2 0.0
H 0.674 0.670 -1.587 0.1 0.1 0.2
H -1.176 1.516 0.725 0.0 -0.1 -0.2
H 1.382 1.293 -0.101 -0.1 -0.1 0.1
H 1.859 -0.311 -0.723 -0.2 0.1 0.1
```
Positions in Å, forces in eV/Å.

## Properties
net charge: 0
HOMO-LUMO gap: 9.99 eV
HOMO: -9.21 eV
molar mass: 73.09 g/mol
LUMO level: 0.8 eV
2S+1: 1

=====

Number 6 is which compound?
C3H7NO